[1]
One molecule with the formula C6H7NO2 in a non-equilibrium geometry, computed with the ωB97M-V functional and the def2-TZVPD basis.

SMILES string   CC(=O)Nc1ccco1
HOMO energy   -8.73 eV
Energy   -11918.18829 eV
HOMO-LUMO gap   9.428 eV
Energy relative to the best compared isomer or geometry (same formula, charge and spin)   216.4 kJ/mol

Positions of all 16 atoms, in Å:
C  -1.3766  1.4718  -2.3020
C  -0.8591  0.3051  -1.3490
O  -1.2195  -0.8685  -1.5422
N  0.0300  0.7809  -0.4238
C  0.5178  -0.1311  0.5955
C  0.6351  -0.0463  1.9106
C  1.2450  -1.2650  2.3381
C  1.4269  -1.9717  1.2618
O  0.9754  -1.3468  0.1933
H  -1.9998  2.1897  -1.5560
H  -0.5831  1.9685  -2.6871
H  -2.1416  0.9301  -3.1423
H  -0.0811  1.7971  -0.2487
H  0.1778  0.7846  2.6306
H  1.3723  -1.5241  3.4478
H  1.8804  -3.0744  0.8735

Atom charges from the Löwdin analysis, given in e for atoms 1 to 5: -0.017, -0.500, 0.041, 0.137, -0.292

[2]
One molecule with the formula C5H6O, computed with the ωB97M-V functional and the def2-TZVPD basis.

SMILES string   C#C[C@]1(C)CO1
HOMO energy   -10.04 eV
Energy   -7326.51516 eV
HOMO-LUMO gap   11.051 eV
Energy relative to the best compared isomer or geometry (same formula, charge and spin)   267.2 kJ/mol

Positions of all 12 atoms, in Å:
C  -2.2328  -0.7717  0.7119
C  -1.0678  -0.4780  0.6288
C  0.2196  0.0630  0.2094
C  0.0325  0.8490  -1.0702
C  1.5025  -0.5500  0.5795
O  1.0505  0.6384  1.2088
H  -3.2726  -1.0063  0.7647
H  -0.6772  1.6599  -0.8816
H  -0.4040  0.1911  -1.8275
H  0.9684  1.2690  -1.4440
H  2.3549  -0.4267  -0.0905
H  1.5261  -1.4377  1.2106

Atom charges from the Löwdin analysis, given in e for atoms 1 to 5: 0.138, -0.052, -0.520, -0.013, -0.084

[3]
C39H66BN6S3SbV as an isolated structure, computed with the ωB97M-V functional and the def2-TZVPD basis.

Expectation value of S²   0.960
HOMO energy (spin up / spin down)   -13.45 / -13.02 eV
Net charge   +2
Energy   -115852.05248 eV
Spin multiplicity   2
HOMO-LUMO gap (spin up / spin down)   6.889 / 7.253 eV
Energy relative to the best compared isomer or geometry (same formula, charge and spin)   1.6 kJ/mol

Positions of all 117 atoms, in Å:
V  0.3220  0.4034  0.1240
C  0.0515  3.0929  4.5373
C  -0.5544  3.4565  3.2186
C  -1.0311  4.7028  2.9259
C  -1.5699  4.9992  1.6524
N  -1.6601  4.0694  0.7315
N  -1.2149  2.8505  1.0278
B  -1.4345  1.7375  -0.0199
N  -1.7391  2.3296  -1.4097
N  -2.9901  2.6214  -1.7330
C  -3.2052  3.1832  -2.9029
C  -2.1240  3.5081  -3.7524
C  -0.8339  3.2004  -3.4081
C  0.3493  3.4869  -4.2771
C  -0.6772  2.5419  -2.1736
S  0.8242  1.9111  -1.5453
C  -4.6646  3.4469  -3.2471
C  -5.4569  2.1475  -3.0477
C  -5.1954  4.5250  -2.2921
C  -4.8257  3.9223  -4.6906
N  -2.6369  0.8537  0.4261
N  -3.6176  1.5000  1.0435
C  -4.7118  0.8405  1.3462
C  -4.8432  -0.5204  0.9957
C  -3.8219  -1.1910  0.3762
C  -3.8972  -2.6393  0.0103
C  -2.6549  -0.4417  0.1097
S  -1.2222  -1.1500  -0.5879
C  -5.7745  1.6485  2.0765
C  -6.1414  2.8595  1.2080
C  -5.1754  2.1336  3.4045
C  -7.0257  0.8163  2.3525
C  -0.6475  2.5045  2.1795
S  -0.0670  0.8663  2.3398
C  -2.0641  6.3918  1.3120
C  -2.6160  6.4412  -0.1107
C  -0.8878  7.3706  1.4449
C  -3.1770  6.7712  2.3005
H  -0.0038  3.9271  5.2323
H  1.0991  2.8132  4.4097
H  -0.4590  2.2340  4.9747
H  -0.9828  5.4825  3.6751
H  -2.3191  3.9867  -4.7021
H  0.0523  4.0153  -5.1797
H  0.8430  2.5560  -4.5623
H  1.0834  4.0897  -3.7404
H  -5.3972  1.8098  -2.0130
H  -5.0807  1.3531  -3.6956
H  -6.5043  2.3181  -3.2971
H  -5.1023  4.2027  -1.2544
H  -6.2486  4.7129  -2.5033
H  -4.6529  5.4640  -2.4190
H  -4.4419  3.1938  -5.4079
H  -4.3357  4.8820  -4.8646
H  -5.8858  4.0601  -4.9005
H  -5.7572  -1.0480  1.2299
H  -4.8737  -3.0506  0.2534
H  -3.1334  -3.2071  0.5442
H  -3.7113  -2.7778  -1.0558
H  -5.2668  3.4873  1.0320
H  -6.9039  3.4538  1.7122
H  -6.5422  2.5455  0.2418
H  -4.3015  2.7625  3.2272
H  -4.8793  1.2933  4.0357
H  -5.9174  2.7186  3.9483
H  -7.4954  0.4678  1.4305
H  -7.7550  1.4331  2.8762
H  -6.8132  -0.0457  2.9879
H  -1.8521  6.1848  -0.8465
H  -2.9682  7.4515  -0.3197
H  -3.4503  5.7510  -0.2336
H  -0.0867  7.1190  0.7478
H  -0.4746  7.3811  2.4548
H  -1.2290  8.3806  1.2187
H  -4.0143  6.0734  2.2379
H  -3.5487  7.7670  2.0590
H  -2.8249  6.7964  3.3326
C  3.3868  -0.5488  2.9537
C  3.5600  -1.2936  1.6318
C  2.5224  -2.4112  1.5347
C  4.9708  -1.8742  1.5776
Sb  3.1034  0.0871  -0.0238
C  4.2902  1.9078  0.2898
C  4.4052  2.7183  -0.9981
C  5.6862  1.5687  0.8014
C  3.5108  2.7192  1.3291
C  3.5061  -0.9582  -1.9219
C  4.6065  -2.0044  -1.8008
C  2.1827  -1.6374  -2.2854
C  3.8786  0.0488  -3.0064
H  3.5147  -1.2642  3.7722
H  2.3989  -0.1018  3.0615
H  4.1358  0.2297  3.0903
H  2.6588  -3.1035  2.3710
H  2.6184  -2.9893  0.6143
H  1.4951  -2.0318  1.5979
H  5.1075  -2.5164  2.4537
H  5.7386  -1.1026  1.6200
H  5.1471  -2.4869  0.6985
H  5.0591  2.2399  -1.7256
H  4.8488  3.6881  -0.7507
H  3.4392  2.9081  -1.4647
H  6.2370  0.9362  0.1032
H  5.6693  1.0788  1.7736
H  6.2514  2.4989  0.9152
H  2.5451  3.0443  0.9320
H  4.0859  3.6155  1.5819
H  3.3373  2.1642  2.2529
H  4.3160  -2.8347  -1.1576
H  5.5458  -1.5865  -1.4373
H  4.7953  -2.4201  -2.7956
H  1.8338  -2.3225  -1.5085
H  2.3251  -2.2281  -3.1956
H  1.3970  -0.9072  -2.4936
H  4.8831  0.4455  -2.8623
H  3.1769  0.8810  -3.0714
H  3.8694  -0.4689  -3.9710

Atom charges from the Löwdin analysis, given in e for atoms 1 to 5: 0.020, -0.029, -0.216, 0.093, -0.174

[4]
C5H5N3 as an isolated structure in a non-equilibrium geometry, computed with the ωB97M-V functional and the def2-TZVPD basis.

HOMO energy (spin up / spin down)   -8.04 / -8.04 eV
Energy   -9729.98609 eV
HOMO-LUMO gap (spin up / spin down)   6.742 / 6.743 eV
Energy relative to the best compared isomer or geometry (same formula, charge and spin)   530.9 kJ/mol

Positions of all 13 atoms, in Å:
C  -0.8787  -1.2324  -0.0261
C  -0.1271  1.1217  0.0800
C  -2.1900  -0.8951  0.0901
C  0.1959  -0.2996  -0.0538
C  -1.4219  1.1274  -0.0082
N  -2.4412  0.4281  0.0042
N  1.4316  -0.6959  -0.0091
N  2.5888  0.6918  0.1164
H  -0.5725  -2.1488  0.1989
H  0.5344  1.9487  0.1275
H  -2.9655  -1.5272  0.2737
H  3.5378  0.3312  0.0385
H  2.3085  1.1500  -0.8321

Atom charges from the Löwdin analysis, given in e for atoms 1 to 5: -0.025, 0.000, -0.091, -0.392, 0.009

[5]
C29H31BF2I2N3O6STi as an isolated structure, computed with the ωB97M-V functional and the def2-TZVPD basis.

HOMO energy   -3.45 eV
Net charge   -1
Energy   -103603.85667 eV
HOMO-LUMO gap   5.049 eV
Energy relative to the best compared isomer or geometry (same formula, charge and spin)   136.5 kJ/mol

Positions of all 76 atoms, in Å:
Ti  -0.9007  0.2489  -1.0522
C  -6.2809  -0.1133  2.3948
C  -5.3416  0.9664  1.8689
C  -5.4374  1.0408  0.3423
C  -3.9007  0.7997  2.3178
C  -3.4256  -0.3352  2.9619
C  -2.0993  -0.4254  3.3750
C  -1.1985  0.6024  3.1426
C  0.2404  0.5088  3.5816
C  -1.6704  1.7381  2.4836
C  -2.9916  1.8341  2.0875
H  -7.3085  0.1269  2.1191
H  -6.2286  -0.2049  3.4830
H  -6.0630  -1.0808  1.9376
H  -5.6703  1.9324  2.2747
H  -5.2010  0.0728  -0.1017
H  -4.7570  1.7887  -0.0669
H  -6.4580  1.2829  0.0399
H  -4.0927  -1.1676  3.1440
H  -1.7606  -1.3226  3.8838
H  0.4660  1.2479  4.3545
H  0.9300  0.6930  2.7531
H  0.4642  -0.4775  3.9922
H  -0.9886  2.5589  2.2819
H  -3.3267  2.7242  1.5680
O  -0.9966  -1.1490  0.4566
C  0.2176  -1.3519  0.6846
N  1.1464  -0.6490  0.0397
S  2.6389  -1.0513  0.5858
O  3.2433  0.0387  1.3066
O  3.4434  -1.6512  -0.4460
C  2.0869  -2.2934  1.7243
C  2.8126  -3.0999  2.5751
C  2.0911  -3.9842  3.3701
C  0.7010  -4.0500  3.3024
C  -0.0122  -3.2259  2.4413
C  0.7132  -2.3457  1.6614
H  3.8919  -3.0490  2.6217
H  2.6199  -4.6375  4.0520
H  0.1720  -4.7554  3.9294
H  -1.0912  -3.2583  2.3668
F  -0.0888  -2.4479  -2.1213
B  -0.8588  -1.4114  -2.5846
F  -0.7305  -1.1944  -3.9087
I  -3.0451  -1.4801  -1.8647
I  -6.7299  -2.5969  -1.0247
O  -2.3088  1.7420  -0.9573
C  -2.3545  1.9618  -2.2095
O  -1.6848  1.2691  -2.9906
H  -2.9957  2.7756  -2.5755
C  4.9986  0.7826  -2.0355
N  3.8516  1.5945  -1.6827
N  2.5784  1.1895  -2.0309
C  1.6767  1.8803  -1.2793
O  0.4322  1.7118  -1.4120
C  2.4117  2.7135  -0.4120
C  3.7383  2.4666  -0.6582
C  4.9311  2.9526  0.0854
C  2.3012  0.4822  -3.2549
C  2.5874  -0.8679  -3.3805
C  2.3552  -1.4908  -4.5978
C  1.8174  -0.7781  -5.6570
C  1.4959  0.5620  -5.5060
C  1.7424  1.2009  -4.3033
H  5.0010  0.6034  -3.1084
H  4.9791  -0.1670  -1.5007
H  5.8909  1.3429  -1.7706
H  1.9955  3.3453  0.3516
H  4.6230  3.7085  0.8033
H  5.6762  3.3883  -0.5810
H  5.3896  2.1287  0.6352
H  2.9604  -1.4161  -2.5331
H  2.5585  -2.5482  -4.7014
H  1.6101  -1.2789  -6.5936
H  1.0351  1.1075  -6.3183
H  1.4823  2.2417  -4.1604

Atom charges from the Löwdin analysis, given in e for atoms 1 to 5: 0.928, -0.097, -0.379, -0.081, -0.185

[6]
C11H18BF2NO8S2Ta as an isolated structure in a non-equilibrium geometry, computed with the ωB97M-V functional and the def2-TZVPD basis.

Expectation value of S²   0.753
HOMO energy (spin up / spin down)   -7.58 / -8.94 eV
Energy   -58903.61549 eV
Spin multiplicity   2
HOMO-LUMO gap (spin up / spin down)   7.400 / 8.590 eV
Energy relative to the best compared isomer or geometry (same formula, charge and spin)   337.9 kJ/mol

Positions of all 44 atoms, in Å:
Ta  -1.0815  -0.5035  1.5309
C  3.3172  -1.2663  0.4717
O  1.9499  -1.6092  0.3152
C  1.8075  -2.7677  -0.4671
C  0.3578  -3.1955  -0.5158
O  -0.5525  -2.1148  -0.7134
C  -0.5575  -1.6468  -2.0544
C  -0.9757  -0.2035  -2.0790
O  -0.1336  0.5798  -1.2448
C  1.1697  0.7930  -1.7430
H  3.8606  -2.0694  0.9771
H  3.7725  -1.0822  -0.5054
H  3.3662  -0.3650  1.0734
H  2.2004  -2.5676  -1.4708
H  2.3905  -3.5893  -0.0389
H  0.2488  -3.9239  -1.3220
H  0.0655  -3.6608  0.4173
H  0.4439  -1.7479  -2.4732
H  -1.2407  -2.2504  -2.6549
H  -0.9713  0.1679  -3.1079
H  -1.9736  -0.1121  -1.6647
H  1.1343  1.3678  -2.6740
H  1.7102  1.3563  -0.9850
H  1.7073  -0.1438  -1.9226
O  -1.8532  1.3281  0.9042
N  -1.3154  2.5077  0.7155
C  -2.0769  3.4434  0.1171
C  -1.5714  4.6896  -0.1020
C  -0.2651  4.9701  0.3111
C  0.4837  3.9941  0.9151
C  -0.0468  2.7090  1.1111
S  0.7762  1.3910  1.8079
H  -3.0748  3.1240  -0.1440
H  -2.1898  5.4333  -0.5857
H  0.1516  5.9583  0.1580
H  1.4943  4.1735  1.2583
O  -1.8572  -2.3147  1.6579
S  -3.2562  -1.6082  1.6625
O  -4.3164  -2.4527  2.0659
O  -2.8959  -0.4902  2.6418
O  -3.3037  -0.9885  0.3350
F  1.6566  -0.9091  3.1279
B  0.6600  -1.5220  2.4273
F  0.7845  -2.8821  2.4663

Atom charges from the Löwdin analysis, given in e for atoms 1 to 5: 1.636, -0.076, -0.255, -0.202, -0.155

Which value of energy relative to the best compared isomer or geometry (same formula, charge and spin) does entry 6 give? 337.9 kJ/mol